# 1
2 unconnected molecules or ions with the total composition C2H6NO3. Source: the OMol25 dataset; level of theory: ωB97M-V/def2-TZVPD.

XYZ file:
```
12
Properties=species:S:1:pos:R:3:mulliken_charge:R:1
O -1.211 2.449 -1.021 -0.698
O 0.340 1.068 0.862 -0.802
O 0.317 -1.103 1.585 -0.682
N -0.141 -1.893 -1.089 -0.713
C 0.469 -0.173 0.806 0.674
C 0.668 -0.738 -0.712 -0.768
H -0.512 1.930 -0.421 0.429
H -1.085 -1.449 -0.886 0.293
H -1.969 2.413 -0.525 0.260
H 0.012 -2.569 -0.281 0.306
H 0.464 0.062 -1.350 0.359
H 1.680 -0.976 -0.884 0.343
```

## Properties
Orbital gap ... 8.284 eV
Net charge ... -1
Energy relative to the best compared isomer or geometry (same formula, charge and spin) ... 82.67 kJ/mol

---

# 2
2 unconnected molecules or ions with the total composition C2H6NO3. Source: the OMol25 dataset; level of theory: ωB97M-V/def2-TZVPD.

XYZ file:
```
12
Properties=species:S:1:pos:R:3:mulliken_charge:R:1
O 1.848 2.139 0.235 -0.634
O -0.180 -1.388 0.510 -0.604
O 0.770 0.668 1.551 -0.732
N -1.530 0.216 -0.636 -0.635
C -0.637 -0.910 -0.704 -0.371
C 1.585 1.005 0.641 0.096
H 2.102 0.163 0.128 0.294
H -1.172 -1.752 -1.169 0.260
H 0.195 -0.665 -1.370 0.328
H -1.013 1.078 -0.500 0.302
H -2.132 0.108 0.170 0.250
H 0.165 -0.661 1.144 0.447
```

## Properties
Orbital gap ... 9.137 eV
Net charge ... -1
Energy relative to the best compared isomer or geometry (same formula, charge and spin) ... 66.04 kJ/mol

---

Q: Which HOMO energy values were calculated for the entries above? A: -4.023; -4.764, in eV.